No. 1
Here is 3 unconnected molecules or ions with the total composition C4H14N2O2 at a distorted geometry from the OMol25 dataset. Energies are from wB97M-V/def2-TZVPD.

Atoms and positions in Å:
C 1.57 -1.26 -1.41
N 1.47 -0.05 -1.49
C 0.67 0.62 -0.44
C 0.07 1.99 -0.74
C -0.94 2.51 0.31
N -2.32 2.12 0.22
H 2.04 -1.78 -2.15
H 1.15 -1.85 -0.51
H -0.17 -0.04 -0.23
H 1.26 0.86 0.43
H -0.16 2.02 -1.83
H 0.92 2.71 -0.93
H -1.01 3.58 0.23
H -0.57 2.24 1.28
H -2.48 1.20 0.59
H -2.69 2.30 -0.72
O -1.81 -2.93 -2.56
H -1.05 -2.53 -2.15
H -2.57 -2.74 -1.98
O 2.61 -2.91 4.93
H 1.73 -3.55 5.03
H 2.29 -2.51 4.12

- Maximum force: 4.78 eV Å⁻¹
- HOMO energy: -9.336 eV
- E: -420.7054 hartree
- Gap between HOMO and LUMO: 0.3552 hartree
- LUMO level: 0.0121 Eh
- SMILES string: C=NCCCN.O.O

These are the Mulliken partial charges, in e, on atoms 1 to 5: atom 1 (C): -0.43, atom 2 (N): -0.38, atom 3 (C): -0.45, atom 4 (C): -0.52, atom 5 (C): -0.72



No. 2
Here is 2 unconnected molecules or ions with the total composition CHF3O2P at a distorted geometry from the OMol25 dataset. Energies are from wB97M-V/def2-TZVPD.

Atoms and positions in Å:
C 0.45 0.53 0.42
O -0.14 -0.52 -2.03
O 0.88 -2.12 -0.21
F 1.09 0.58 1.60
F 0.40 1.77 -0.18
F -2.16 0.06 0.52
P 0.70 -0.76 -0.80
H -1.21 0.45 0.68

- Maximum force: 2.90 eV Å⁻¹
- HOMO energy (alpha / beta): -4.249 / -4.249 eV
- E: -830.2054 hartree
- Charge: -1
- Gap between HOMO and LUMO (alpha / beta): 0.2861 / 0.2861 hartree
- LUMO level (alpha / beta): 0.1299 / 0.1299 Eh

These are the Mulliken partial charges, in e, on atoms 1 to 5: atom 1 (C): 0.16, atom 2 (O): -0.60, atom 3 (O): -0.64, atom 4 (F): -0.23, atom 5 (F): -0.24



No. 3
Here is 2 unconnected molecules or ions with the total composition C8H19NO at a distorted geometry from the OMol25 dataset. Energies are from wB97M-V/def2-TZVPD.

Atoms and positions in Å:
C 1.42 -2.71 -1.56
N 1.65 -1.33 -0.91
C 1.55 -1.07 0.45
C 2.36 0.10 0.85
O 1.05 -1.70 1.34
H 1.07 -3.50 -0.69
H 0.55 -2.85 -2.33
H 2.39 -3.06 -2.09
H 2.51 -0.78 -1.24
H 2.59 0.77 0.03
H 3.34 -0.22 1.38
H 1.80 0.77 1.57
C -0.84 2.48 2.10
C -1.37 1.15 1.64
C -1.35 1.19 0.11
C -1.70 -0.13 -0.59
C -1.41 -0.21 -2.00
H 0.08 2.81 1.43
H -1.62 3.30 1.90
H -0.60 2.45 3.23
H -2.36 1.22 1.96
H -0.76 0.33 1.88
H -2.12 1.95 -0.26
H -0.26 1.36 -0.22
H -2.73 -0.59 -0.36
H -1.11 -0.90 -0.19
H -0.39 -0.28 -2.34
H -1.87 -1.13 -2.34
H -1.85 0.57 -2.73

- Maximum force: 4.25 eV Å⁻¹
- HOMO energy: -9.862 eV
- E: -446.1344 hartree
- Gap between HOMO and LUMO: 0.3913 hartree
- LUMO level: 0.0288 Eh
- SMILES string: CNC(C)=O.CCCCC

These are the Mulliken partial charges, in e, on atoms 1 to 5: atom 1 (C): -0.78, atom 2 (N): -0.16, atom 3 (C): 0.68, atom 4 (C): -1.16, atom 5 (O): -0.58



No. 4
Here is a molecular structure, C2H4CuO2 at a distorted geometry from the OMol25 dataset. Energies are from wB97M-V/def2-TZVPD.

Atoms and positions in Å:
H 1.84 1.31 -0.22
C -1.25 0.26 -0.07
O 0.03 0.36 -0.69
C 1.10 0.49 0.03
O 1.71 -0.50 0.41
Cu 1.28 -2.60 0.30
H -1.90 -0.32 -0.73
H -1.13 -0.26 0.88
H -1.68 1.26 0.10

- Maximum force: 4.56 eV Å⁻¹
- HOMO energy: -15.750 eV
- E: -1869.2248 hartree
- Charge: +1
- Gap between HOMO and LUMO: 0.3542 hartree
- LUMO level: -0.2246 Eh

These are the Mulliken partial charges, in e, on atoms 1 to 5: atom 1 (H): 0.35, atom 2 (C): -0.66, atom 3 (O): -0.26, atom 4 (C): 0.28, atom 5 (O): -0.38



No. 5
Here is a molecular structure, C24H26N5SSn at a distorted geometry from the OMol25 dataset. Energies are from wB97M-V/def2-TZVPD.

Atoms and positions in Å:
Sn 0.09 0.04 -0.33
C 2.82 -4.59 1.89
C 2.89 -3.06 1.95
C 3.65 -2.45 0.80
C 5.04 -2.50 0.81
C 5.78 -1.91 -0.20
C 5.14 -1.25 -1.23
C 3.75 -1.18 -1.27
C 3.10 -0.39 -2.37
C 3.17 1.10 -2.06
C 3.01 -1.80 -0.26
N 1.60 -1.77 -0.32
C 0.99 -2.88 -0.61
C -0.41 -2.95 -0.60
C -1.27 -4.02 -0.80
C -2.55 -3.55 -0.57
C -2.43 -2.21 -0.24
N -1.15 -1.83 -0.25
H 2.42 -4.98 2.82
H 3.82 -5.00 1.74
H 2.18 -4.91 1.07
H 3.40 -2.77 2.87
H 1.88 -2.65 1.99
H 5.55 -3.00 1.61
H 6.86 -1.96 -0.18
H 5.71 -0.78 -2.02
H 2.05 -0.68 -2.48
H 3.60 -0.61 -3.31
H 2.70 1.30 -1.09
H 2.68 1.69 -2.83
H 4.21 1.43 -1.98
H 1.56 -3.77 -0.86
H -0.98 -5.02 -1.07
H -3.46 -4.12 -0.62
H -3.21 -1.52 0.02
C -2.20 0.17 4.38
N -2.30 1.29 3.47
C -3.25 2.26 3.50
C -2.97 3.15 2.52
N -1.83 2.71 1.88
C -1.43 1.54 2.47
S -0.04 0.59 2.24
C -1.27 3.39 0.79
C -1.27 4.79 0.78
C -0.77 5.44 -0.33
C -0.28 4.69 -1.39
C -0.31 3.31 -1.27
N -0.79 2.67 -0.21
H -3.12 0.08 4.95
H -1.36 0.31 5.06
H -2.03 -0.75 3.81
H -4.06 2.24 4.20
H -3.49 4.03 2.22
H -1.64 5.35 1.62
H -0.74 6.52 -0.36
H 0.13 5.16 -2.26
H 0.07 2.67 -2.07

- Maximum force: 1.41 eV Å⁻¹
- HOMO energy: -10.511 eV
- E: -1816.2607 hartree
- Charge: +1
- Gap between HOMO and LUMO: 0.2756 hartree
- LUMO level: -0.1107 Eh

These are the Mulliken partial charges, in e, on atoms 1 to 5: atom 1 (Sn): 0.71, atom 2 (C): -1.09, atom 3 (C): -0.69, atom 4 (C): 0.70, atom 5 (C): -0.56



No. 6
Here is C4H10N2O in the gas phase at a distorted geometry from the OMol25 dataset. Energies are from wB97M-V/def2-TZVPD.

Atoms and positions in Å:
C -2.01 1.22 1.02
C -1.82 0.24 -0.15
O -2.59 0.18 -1.08
N -0.68 -0.54 -0.16
C 0.56 -0.29 0.61
C 1.72 -0.16 -0.38
N 1.77 -1.26 -1.31
H -3.08 1.40 1.10
H -1.50 2.15 0.74
H -1.60 0.79 1.92
H -0.46 -0.83 -1.11
H 0.62 -1.08 1.37
H 0.48 0.62 1.18
H 2.63 0.03 0.22
H 1.51 0.73 -0.97
H 2.34 -1.07 -2.12
H 2.10 -2.11 -0.87

- Maximum force: 1.37 eV Å⁻¹
- HOMO energy: -9.247 eV
- E: -343.1687 hartree
- Gap between HOMO and LUMO: 0.3706 hartree
- LUMO level: 0.0308 Eh
- SMILES string: CC(=O)NCCN

These are the Mulliken partial charges, in e, on atoms 1 to 5: atom 1 (C): -1.06, atom 2 (C): 0.61, atom 3 (O): -0.61, atom 4 (N): -0.21, atom 5 (C): -0.54



No. 7
Here is a molecular structure, C31H49B2N9O3P3TeTi from the OMol25 dataset. Energies are from wB97M-V/def2-TZVPD.

Atoms and positions in Å:
Ti 0.36 -0.01 0.43
C 3.62 1.01 -0.76
C 3.51 -0.16 0.16
C 4.55 -0.95 0.66
C 3.94 -1.91 1.43
N 2.61 -1.72 1.39
N 2.34 -0.63 0.61
B 1.52 -2.44 2.22
N 0.40 -2.95 1.28
C -0.15 -4.17 1.21
C -1.07 -4.17 0.18
C -1.04 -2.87 -0.34
C -1.78 -2.38 -1.53
N -0.16 -2.13 0.35
N 0.90 -1.39 3.18
C 0.88 -1.30 4.52
C 0.36 -0.07 4.86
C 0.08 0.56 3.65
C -0.39 1.97 3.49
N 0.39 -0.25 2.63
N 2.17 -3.63 2.90
C 2.69 -4.70 2.24
C 3.45 -5.42 3.12
C 3.36 -4.70 4.33
C 4.00 -5.01 5.65
N 2.61 -3.62 4.18
H 4.16 1.82 -0.27
H 2.65 1.38 -1.07
H 4.17 0.71 -1.65
H 5.60 -0.83 0.47
H 4.36 -2.71 2.02
H 0.14 -4.95 1.89
H -1.68 -4.99 -0.16
H -2.73 -2.90 -1.63
H -1.19 -2.59 -2.43
H -1.96 -1.31 -1.51
H 1.27 -2.10 5.12
H 0.21 0.33 5.85
H -1.15 2.20 4.24
H -0.77 2.18 2.50
H 0.45 2.65 3.66
H 2.50 -4.86 1.19
H 3.99 -6.33 2.94
H 4.26 -6.06 5.71
H 3.33 -4.76 6.47
H 4.92 -4.43 5.78
C -3.14 -1.15 1.35
P -2.35 0.42 0.82
C -3.14 1.45 2.11
C -3.31 0.92 -0.67
C -4.24 0.05 -1.24
C -4.96 0.42 -2.37
C -4.77 1.68 -2.93
C -3.84 2.54 -2.36
C -3.10 2.19 -1.24
P -1.86 3.32 -0.48
C -0.72 3.57 -1.89
C -2.79 4.91 -0.51
H -3.07 -1.94 0.61
H -4.19 -0.99 1.60
H -2.60 -1.49 2.24
H -2.85 1.07 3.09
H -4.22 1.36 2.01
H -2.85 2.49 2.03
H -4.40 -0.93 -0.82
H -5.67 -0.27 -2.80
H -5.33 1.98 -3.80
H -3.69 3.52 -2.81
H -0.18 2.65 -2.09
H 0.00 4.34 -1.60
H -1.24 3.90 -2.79
H -2.11 5.69 -0.16
H -3.64 4.86 0.17
H -3.15 5.18 -1.50
B 1.68 4.59 0.89
C 1.30 3.07 0.82
N 1.01 1.95 0.74
H 2.32 4.77 1.90
H 2.32 4.83 -0.11
H 0.62 5.19 0.91
C -2.44 -0.04 -5.10
C -1.48 0.50 -4.06
O -0.48 -0.52 -3.83
P 0.73 -0.27 -2.83
O 0.13 0.20 -1.47
Te 2.13 -2.12 -2.85
O 1.38 1.11 -3.32
C 2.16 1.17 -4.53
C 2.63 2.60 -4.69
H -3.19 0.72 -5.34
H -2.95 -0.92 -4.72
H -1.90 -0.30 -6.01
H -1.99 0.72 -3.12
H -0.99 1.41 -4.40
H 1.54 0.85 -5.37
H 2.99 0.47 -4.44
H 1.78 3.28 -4.77
H 3.23 2.69 -5.60
H 3.23 2.90 -3.84

- Maximum force: 0.33 eV Å⁻¹
- HOMO energy (alpha / beta): -7.447 / -7.446 eV
- E: -4120.8205 hartree
- 2S+1: 2
- Gap between HOMO and LUMO (alpha / beta): 0.2707 / 0.2796 hartree
- ⟨S²⟩: 0.753
- LUMO level (alpha / beta): -0.0030 / 0.0059 Eh

These are the Mulliken partial charges, in e, on atoms 1 to 5: atom 1 (Ti): -0.24, atom 2 (C): -0.76, atom 3 (C): 0.26, atom 4 (C): -1.97, atom 5 (C): 0.14



No. 8
Here is a molecular structure, C23H30BrF4N6O4SiV at a distorted geometry from the OMol25 dataset. Energies are from wB97M-V/def2-TZVPD.

Atoms and positions in Å:
V 0.21 -0.17 -0.07
C 4.04 -0.82 1.74
N 3.50 -0.55 0.42
C 4.19 -1.32 -0.60
C 3.50 0.87 0.13
C 2.67 1.23 -1.11
N 1.48 0.37 -1.23
C 1.16 -0.15 -2.51
C 1.08 -1.53 -2.71
F 1.32 -2.36 -1.68
C 0.73 -2.06 -3.94
F 0.65 -3.38 -4.06
C 0.47 -1.23 -5.01
C 0.56 0.14 -4.83
F 0.30 0.96 -5.84
C 0.89 0.67 -3.60
F 0.94 2.00 -3.44
H 5.12 -0.63 1.81
H 3.87 -1.87 2.00
H 3.55 -0.19 2.48
H 5.26 -1.05 -0.67
H 3.73 -1.15 -1.57
H 4.11 -2.38 -0.38
H 4.51 1.26 -0.05
H 3.10 1.39 1.00
H 3.25 1.10 -2.02
H 2.38 2.28 -1.05
H 0.20 -1.64 -5.97
Br -4.36 5.19 2.00
C -4.07 4.07 0.51
C -4.97 4.07 -0.55
N -4.82 3.31 -1.63
C -3.76 2.50 -1.67
C -2.82 2.43 -0.65
C -2.98 3.24 0.47
C -1.68 1.49 -0.80
O -1.56 0.75 -1.75
O -0.81 1.45 0.20
H -5.84 4.72 -0.53
H -3.64 1.88 -2.55
H -2.27 3.20 1.28
C -3.77 -1.43 0.13
Si -2.28 -2.40 -0.37
C -2.03 -3.91 0.63
C -2.28 -2.72 -2.18
O -0.95 -1.37 -0.02
H -4.63 -2.09 0.28
H -4.04 -0.70 -0.64
H -3.60 -0.89 1.07
H -2.77 -4.67 0.36
H -2.12 -3.71 1.70
H -1.03 -4.32 0.45
H -3.23 -3.16 -2.47
H -1.49 -3.42 -2.47
H -2.15 -1.78 -2.73
C 1.09 1.45 5.12
N 0.96 0.58 3.97
C 0.95 -0.86 4.07
C 0.77 -1.28 2.62
O 0.71 -2.39 2.21
N 0.72 -0.09 1.84
C 0.80 0.95 2.70
N 0.76 2.22 2.30
H 0.63 0.97 5.98
H 0.57 2.40 4.97
H 2.14 1.65 5.36
H 0.13 -1.22 4.68
H 1.89 -1.26 4.46
H 0.29 2.41 1.42
H 0.75 2.95 2.99

- Maximum force: 1.45 eV Å⁻¹
- HOMO energy (alpha / beta): -11.510 / -11.541 eV
- E: -5730.8757 hartree
- 2S+1: 2
- Charge: +1
- Gap between HOMO and LUMO (alpha / beta): 0.2919 / 0.3152 hartree
- ⟨S²⟩: 0.765
- LUMO level (alpha / beta): -0.1311 / -0.1089 Eh

These are the Mulliken partial charges, in e, on atoms 1 to 5: atom 1 (V): 0.26, atom 2 (C): -1.11, atom 3 (N): 0.55, atom 4 (C): -1.10, atom 5 (C): -1.06



No. 9
Here is a molecular structure, C19H19IN7O2Pt at a distorted geometry from the OMol25 dataset. Energies are from wB97M-V/def2-TZVPD.

Atoms and positions in Å:
Pt -0.43 0.09 -0.18
C 2.19 -0.93 0.76
C 1.31 -0.65 1.80
C 0.09 -1.36 1.56
C 0.24 -2.06 0.32
C 1.55 -1.79 -0.16
H 3.20 -0.55 0.66
H 1.53 -0.08 2.69
H -0.69 -1.52 2.28
H -0.41 -2.84 -0.04
H 1.99 -2.20 -1.05
N -1.51 -0.49 -1.81
C -2.32 -0.57 -2.66
N -3.13 -0.60 -3.59
C -3.94 -1.33 -4.24
N -4.70 -1.94 -4.86
C -2.19 5.75 0.53
C -1.68 5.60 1.96
C -0.16 5.43 2.00
C -2.40 4.46 2.70
N -2.12 3.18 2.11
C -1.01 2.44 2.20
N -1.20 1.36 1.46
N -2.43 1.47 0.94
N -2.97 2.54 1.32
H -1.75 6.62 0.07
H -3.27 5.87 0.53
H -1.94 4.88 -0.08
H -1.93 6.51 2.52
H 0.17 4.64 1.33
H 0.19 5.22 3.01
H 0.31 6.36 1.67
H -3.48 4.60 2.64
H -2.11 4.43 3.75
H -0.14 2.66 2.78
I 3.91 6.37 -5.04
C 2.88 5.10 -3.69
C 3.51 3.95 -3.23
C 2.82 3.09 -2.40
C 1.50 3.38 -2.04
C 0.90 4.56 -2.46
C 1.59 5.42 -3.30
C 0.74 2.34 -1.28
O -0.44 2.51 -0.95
O 1.33 1.25 -1.02
H 4.52 3.71 -3.55
H 3.27 2.18 -2.05
H -0.11 4.78 -2.16
H 1.12 6.32 -3.67

- Maximum force: 2.51 eV Å⁻¹
- HOMO energy (alpha / beta): -11.026 / -11.026 eV
- E: -1685.7103 hartree
- Charge: +1
- Gap between HOMO and LUMO (alpha / beta): 0.1402 / 0.1401 hartree
- LUMO level (alpha / beta): -0.2650 / -0.2651 Eh

These are the Mulliken partial charges, in e, on atoms 1 to 5: atom 1 (Pt): 2.00, atom 2 (C): -0.27, atom 3 (C): -0.31, atom 4 (C): -0.47, atom 5 (C): -0.59



No. 10
Here is 2 unconnected molecules or ions with the total composition C3H11N2 from the OMol25 dataset. Energies are from wB97M-V/def2-TZVPD.

Atoms and positions in Å:
C 1.49 -0.52 -1.20
C -0.46 0.55 -2.01
N 0.18 0.09 -1.02
H 1.44 -1.59 -0.96
H 2.19 -0.08 -0.49
H 1.88 -0.39 -2.21
H -0.01 0.48 -3.00
H -1.43 1.01 -1.91
H -0.19 0.21 0.09
C -0.71 -0.63 2.34
N -0.51 0.56 1.44
H -0.50 -1.51 1.74
H -1.75 -0.73 2.61
H -0.09 -0.55 3.22
H 0.15 1.20 1.88
H -1.36 1.11 1.41

- Maximum force: 1.00 eV Å⁻¹
- HOMO energy: -15.061 eV
- E: -230.1445 hartree
- Charge: +1
- Gap between HOMO and LUMO: 0.4102 hartree
- LUMO level: -0.1433 Eh

These are the Mulliken partial charges, in e, on atoms 1 to 5: atom 1 (C): -0.85, atom 2 (C): -0.10, atom 3 (N): 0.05, atom 4 (H): 0.32, atom 5 (H): 0.31



No. 11
Here is 9 unconnected molecules or ions with the total composition C19H53BN19O13 at a distorted geometry from the OMol25 dataset. Energies are from wB97M-V/def2-TZVPD.

Atoms and positions in Å:
C -0.32 -1.24 -0.20
C 0.51 -0.15 -0.45
N 0.52 0.40 -1.68
C -0.60 -0.06 -2.34
N -1.88 0.28 -2.06
N -0.21 -0.87 -3.39
C 1.25 -0.99 -3.37
C 1.70 -1.11 -4.85
O 0.94 -2.08 -5.54
C 1.17 -3.38 -5.07
C 0.11 -4.07 -4.25
O 2.19 -3.91 -5.34
C 1.77 0.21 -2.56
O 2.76 0.01 -1.62
C 4.00 -0.44 -2.16
C 4.67 -1.29 -1.07
C 3.79 -2.51 -0.70
B 1.83 1.69 -3.27
O 0.93 2.10 -4.23
O 2.82 2.55 -2.86
H -0.10 -2.28 -0.47
H -1.22 -1.03 0.37
H 1.10 0.27 0.37
H -2.19 1.22 -2.27
H -2.50 -0.36 -1.60
H -0.61 -0.54 -4.27
H 1.69 -1.88 -2.90
H 1.55 -0.18 -5.40
H 2.77 -1.36 -4.91
H 0.57 -4.83 -3.62
H -0.39 -3.38 -3.57
H -0.65 -4.48 -4.91
H 4.67 0.40 -2.38
H 3.92 -1.02 -3.09
H 4.66 -0.65 -0.19
H 5.69 -1.57 -1.33
H 4.20 -3.45 -1.08
H 2.77 -2.42 -1.07
H 3.70 -2.57 0.39
H 0.40 1.33 -4.50
H 2.61 2.87 -1.97
C -0.94 0.19 3.41
O -0.40 -0.42 2.48
N -1.18 1.53 3.35
N -1.33 -0.41 4.55
H -1.61 2.05 4.09
H -0.90 2.01 2.51
H -1.17 -1.39 4.64
H -1.77 0.10 5.31
C -3.08 1.18 8.03
O -2.53 0.53 7.14
N -3.31 2.52 7.90
N -3.48 0.63 9.20
H -3.75 3.07 8.61
H -3.03 2.96 7.05
H -3.32 -0.36 9.32
H -3.92 1.14 9.93
C -3.43 -3.93 -2.74
O -2.50 -4.37 -2.09
N -4.59 -4.63 -2.94
N -3.38 -2.69 -3.33
H -5.36 -4.28 -3.48
H -4.65 -5.54 -2.52
H -2.54 -2.17 -3.19
H -4.13 -2.30 -3.88
C 4.34 2.38 1.25
O 3.61 1.54 1.75
N 4.53 2.45 -0.11
N 5.01 3.31 1.98
H 5.12 3.13 -0.55
H 4.05 1.78 -0.68
H 4.89 3.28 2.98
H 5.61 4.01 1.58
C 5.96 -3.40 -7.25
O 6.80 -3.49 -8.12
N 4.63 -3.34 -7.52
N 6.29 -3.36 -5.92
H 3.92 -3.27 -6.81
H 4.35 -3.38 -8.48
H 7.26 -3.40 -5.68
H 5.61 -3.29 -5.18
C -5.29 -2.66 9.23
O -4.63 -1.96 9.98
N -5.94 -2.15 8.15
N -5.41 -4.01 9.40
H -6.49 -2.70 7.51
H -5.87 -1.16 8.00
H -4.94 -4.41 10.18
H -5.94 -4.60 8.79
C -1.14 5.11 -1.53
O -1.61 4.87 -0.43
N -1.28 6.30 -2.16
N -0.43 4.16 -2.22
H -0.89 6.51 -3.06
H -1.79 7.02 -1.68
H -0.32 3.27 -1.76
H -0.02 4.29 -3.13
C -3.25 5.30 3.33
O -3.73 5.05 4.43
N -3.38 6.52 2.73
N -2.55 4.38 2.61
H -3.00 6.74 1.84
H -3.90 7.23 3.23
H -2.44 3.48 3.02
H -2.14 4.57 1.71

- Maximum force: 2.98 eV Å⁻¹
- HOMO energy: -11.119 eV
- E: -2799.1678 hartree
- Charge: +1
- Gap between HOMO and LUMO: 0.2621 hartree
- LUMO level: -0.1465 Eh

These are the Mulliken partial charges, in e, on atoms 1 to 5: atom 1 (C): -0.85, atom 2 (C): -0.41, atom 3 (N): 1.15, atom 4 (C): -1.18, atom 5 (N): -0.20



maximum force of number 10 (C3H11N2)? 1.00 eV Å⁻¹